[1]
{"formula": "C4H6N2O", "method": "ωB97M-V/def2-TZVPD", "species": ["N", "C", "C", "C", "N", "C", "O", "H", "H", "H", "H", "H", "H"], "xyz": [[1.337, -1.209, 0.534], [0.312, -0.207, 0.272], [-0.723, 0.384, 1.058], [-1.456, 1.120, 0.172], [-0.917, 0.967, -1.106], [0.184, 0.117, -1.086], [0.890, -0.285, -2.043], [1.089, -2.135, 0.161], [1.581, -1.304, 1.520], [2.167, -0.929, -0.008], [-0.879, 0.337, 2.129], [-2.299, 1.773, 0.349], [-1.284, 1.371, -1.952]], "atomic_forces_ev_per_a": [[0.16, -0.11, 0.07], [-0.03, 0.03, -0.22], [0.02, -0.03, 0.01], [-0.05, 0.02, 0.01], [0.07, -0.04, -0.05], [-0.15, 0.13, 0.34], [-0.03, 0.03, -0.03], [-0.06, 0.09, 0.10], [-0.02, 0.08, -0.14], [-0.11, -0.03, 0.04], [0.00, -0.01, -0.22], [0.16, -0.12, -0.03], [0.05, -0.04, 0.12]], "mulliken_charge": [-0.24, 0.11, -0.55, -0.69, 0.02, 0.15, -0.81, 0.34, 0.36, 0.38, 0.34, 0.40, 0.19], "homo_lumo_gap_ev": 6.5, "lumo_energy_ev": 0.1, "relative_energy_kj_mol": 199.7, "smiles": "[NH3+]c1cc[nH]c1[O-]", "homo_energy_ev": -6.4, "e_tot_ha": -340.71885, "multiplicity": 1}

[2]
{"formula": "C15H27F2N5O2P", "method": "ωB97M-V/def2-TZVPD", "species": ["C", "C", "C", "C", "C", "C", "C", "C", "N", "N", "C", "O", "F", "C", "O", "F", "C", "C", "C", "C", "C", "N", "N", "P", "N", "H", "H", "H", "H", "H", "H", "H", "H", "H", "H", "H", "H", "H", "H", "H", "H", "H", "H", "H", "H", "H", "H", "H", "H", "H", "H", "H"], "xyz": [[1.259, 3.248, 1.793], [2.370, 2.022, 1.650], [3.358, 2.171, 0.349], [2.623, 1.971, -1.106], [1.536, 0.747, -1.014], [1.918, -0.832, -0.768], [3.398, -1.519, -0.614], [3.947, -1.655, 0.925], [0.528, -1.430, -0.741], [0.188, -2.758, -0.541], [0.242, -3.172, 0.912], [1.036, -2.666, 1.859], [-0.740, -4.230, 1.344], [0.934, -3.705, -1.455], [0.695, -3.731, -2.768], [1.988, -4.591, -0.834], [-0.626, -0.429, -0.958], [-2.188, -0.922, -0.997], [-3.286, 0.193, -0.512], [-4.824, -0.386, -0.347], [-4.948, -1.274, 1.036], [-4.449, -0.433, 2.211], [0.033, 0.919, -1.146], [-0.802, 2.460, -1.472], [-1.389, 2.538, -2.980], [1.737, 4.315, 1.601], [0.939, 3.240, 2.941], [0.279, 3.066, 1.176], [1.841, 0.980, 1.749], [3.070, 2.122, 2.611], [3.813, 3.249, 0.373], [4.171, 1.315, 0.434], [3.476, 1.607, -1.858], [2.188, 2.964, -1.572], [3.514, -2.562, -1.166], [4.159, -0.791, -1.176], [4.974, -1.103, 1.032], [3.208, -1.222, 1.725], [4.182, -2.813, 1.092], [-2.269, -1.826, -0.221], [-2.427, -1.412, -2.053], [-2.918, 0.814, 0.439], [-3.346, 1.003, -1.387], [-5.246, -0.919, -1.300], [-5.513, 0.572, -0.177], [-6.103, -1.470, 1.198], [-4.317, -2.254, 0.889], [-4.456, 0.587, 1.990], [-3.493, -0.746, 2.493], [-1.934, 2.639, -0.554], [0.102, 3.563, -1.258], [-2.424, 2.661, -2.893]], "atomic_forces_ev_per_a": [[0.27, -0.43, 1.29], [0.37, 1.01, 0.71], [-0.65, -0.50, 0.37], [0.35, -0.97, -0.36], [0.32, -3.66, 0.23], [-3.11, 4.69, -0.86], [0.43, 0.65, -0.46], [0.43, -0.69, 0.11], [-0.63, 4.71, -0.79], [1.67, -2.95, 1.47], [3.24, 1.16, 7.00], [-6.02, -3.45, -7.33], [3.27, 3.65, -2.40], [-0.20, -1.18, -7.43], [2.04, 0.18, 10.16], [-3.91, 3.18, -1.59], [3.44, 0.24, -0.15], [0.16, -0.80, 0.95], [-0.07, 1.32, -1.62], [0.07, 0.74, 0.98], [-0.41, 1.01, -0.99], [0.53, -0.95, -1.04], [2.17, -5.50, 1.86], [-3.10, 1.44, -3.20], [0.17, -0.13, 2.64], [-1.05, -2.33, 0.13], [0.52, 0.10, -2.56], [1.96, 0.47, 1.01], [1.02, 1.96, -0.46], [-1.46, -0.28, -2.14], [-0.59, -2.23, -0.07], [-1.48, 2.04, -0.18], [-2.04, 0.75, 1.50], [0.67, -2.21, 1.13], [-0.73, 2.30, 1.10], [-2.04, -1.45, 1.01], [-2.03, -0.96, -0.31], [1.44, -1.07, -1.66], [-0.76, 2.67, -0.01], [0.47, 1.92, -1.66], [0.62, 1.37, 2.11], [-0.83, -1.82, -1.93], [0.14, -1.74, 1.79], [1.11, 0.88, 1.77], [1.52, -1.97, -0.44], [2.52, -0.04, -0.36], [-1.46, 1.78, 0.65], [0.08, -1.36, 0.25], [-1.20, 0.68, -0.36], [1.64, -0.42, -0.01], [0.05, -1.47, 0.45], [1.08, -0.33, -0.30]], "mulliken_charge": [-0.80, -0.27, -0.39, -0.81, 0.05, 0.46, -0.61, -0.94, 0.49, -0.22, 0.43, -0.35, -0.24, 0.53, -0.42, -0.21, -0.05, -0.07, -0.19, -0.78, -0.43, -0.57, 0.13, 0.18, -0.74, 0.26, 0.34, 0.06, 0.03, 0.39, 0.41, 0.12, 0.31, 0.34, 0.40, 0.30, 0.36, 0.20, 0.29, 0.10, 0.33, 0.30, -0.02, 0.34, 0.33, 0.30, 0.21, 0.26, 0.26, 0.15, 0.18, 0.28], "homo_lumo_gap_ev": 7.3, "lumo_energy_ev": -4.6, "charge": 1, "smiles": "CCCCc1c(CC)n(N(C(=O)F)C(=O)F)c(CCCCN)[n+]1[PH2]=N", "homo_energy_ev": -11.9, "e_tot_ha": -1552.36528, "multiplicity": 1}

[3]
{"formula": "C4H11N2", "method": "ωB97M-V/def2-TZVPD", "species": ["C", "C", "C", "N", "C", "N", "H", "H", "H", "H", "H", "H", "H", "H", "H", "H", "H"], "xyz": [[-2.694, -0.492, -0.284], [-1.295, -1.149, -0.349], [-0.325, -0.384, 0.556], [1.073, -0.472, 0.026], [1.904, 0.522, -0.100], [1.688, 1.802, 0.161], [-2.824, 0.170, -1.146], [-2.851, 0.110, 0.606], [-3.447, -1.254, -0.412], [-1.369, -2.173, -0.024], [-0.901, -1.030, -1.356], [-0.562, 0.674, 0.451], [-0.323, -0.683, 1.599], [1.482, -1.393, 0.100], [2.887, 0.253, -0.451], [2.476, 2.434, 0.103], [0.743, 2.151, 0.143]], "atomic_forces_ev_per_a": [[0.44, 0.05, -0.89], [-0.23, 1.05, 0.65], [0.58, 0.63, -1.13], [-0.64, -0.09, 1.00], [0.37, -0.06, 0.23], [-0.12, -0.71, -0.61], [0.08, 0.08, 0.18], [-0.16, -0.25, 0.24], [-0.37, -0.10, 0.34], [0.23, -0.46, -0.24], [-0.08, -0.55, -0.14], [-0.28, -0.01, 0.42], [-0.08, 0.02, 0.10], [0.15, -0.03, -0.60], [0.37, 0.00, 0.25], [-0.37, 0.06, -0.22], [0.11, 0.38, 0.44]], "mulliken_charge": [-1.15, -0.29, -0.73, -0.12, 0.18, -0.32, 0.32, 0.34, 0.34, 0.33, 0.34, 0.31, 0.32, 0.29, 0.37, 0.25, 0.22], "homo_lumo_gap_ev": 11.8, "lumo_energy_ev": -3.6, "charge": 1, "relative_energy_kj_mol": 66.3, "smiles": "CCC/[NH+]=C\\N", "homo_energy_ev": -15.4, "e_tot_ha": -268.27963, "multiplicity": 1}

[4]
{"formula": "C9H16N2O2", "method": "ωB97M-V/def2-TZVPD", "species": ["O", "C", "C", "C", "N", "C", "O", "N", "H", "H", "H", "H", "C", "C", "C", "C", "C", "H", "H", "H", "H", "H", "H", "H", "H", "H", "H", "H", "H"], "xyz": [[4.303, -2.469, 0.918], [4.389, -1.636, -0.019], [5.086, -1.740, -1.295], [4.803, -0.829, -2.269], [3.922, 0.211, -2.136], [3.477, 0.525, -0.836], [2.869, 1.534, -0.633], [3.699, -0.449, 0.135], [5.444, -2.750, -1.454], [5.056, -1.238, -3.223], [3.560, 0.894, -2.770], [3.303, -0.172, 1.080], [-3.024, 1.593, -1.352], [-2.075, 1.255, -0.312], [-3.039, 0.717, 0.815], [-2.495, -0.184, 1.848], [-3.624, -0.983, 2.668], [-3.648, 0.740, -1.674], [-3.817, 2.149, -0.820], [-2.562, 2.320, -2.065], [-1.560, 2.042, 0.149], [-1.355, 0.557, -0.565], [-3.587, 1.497, 1.340], [-3.717, 0.100, 0.214], [-1.982, 0.561, 2.563], [-1.802, -0.823, 1.453], [-3.775, -1.862, 1.918], [-3.211, -1.252, 3.626], [-4.635, -0.310, 2.696]], "atomic_forces_ev_per_a": [[0.70, 1.59, -2.53], [-0.41, -1.43, 2.72], [-1.24, 0.28, 0.66], [-0.56, -2.15, -0.07], [0.55, -0.48, 2.41], [0.07, -1.05, -0.32], [-0.46, 0.85, 0.35], [-0.75, 1.93, 0.80], [0.60, 0.44, -0.51], [0.25, 0.88, -0.94], [0.52, -0.01, -0.91], [0.70, -0.85, -1.65], [-1.39, 2.36, -1.15], [-1.93, -0.87, 3.36], [0.03, -1.09, -1.49], [-1.26, 2.68, 4.08], [-0.71, 1.29, -3.60], [1.01, 0.24, -0.81], [0.20, 0.41, -0.44], [-0.80, -1.07, -0.29], [0.82, 1.69, 0.10], [1.36, -1.74, -0.61], [-0.13, 0.31, -0.53], [-0.62, 0.16, 0.31], [-0.20, -1.48, -0.61], [1.87, -1.84, -0.80], [-0.33, 1.07, 1.94], [-0.41, -0.36, 0.29], [2.50, -1.78, 0.24]], "mulliken_charge": [-0.64, 0.63, -0.63, 0.00, -0.06, 0.20, -0.59, -0.07, 0.36, 0.34, 0.20, 0.26, -1.14, -0.46, -0.64, -0.64, -0.96, 0.34, 0.30, 0.32, 0.31, 0.41, 0.30, 0.29, 0.27, 0.46, 0.24, 0.37, 0.22], "homo_lumo_gap_ev": 10.0, "lumo_energy_ev": 0.3, "relative_energy_kj_mol": 264.1, "smiles": "O=c1cc[nH]c(=O)[nH]1.CCCCC", "homo_energy_ev": -9.7, "e_tot_ha": -612.48516, "multiplicity": 1}

[5]
{"formula": "C3H9N", "method": "ωB97M-V/def2-TZVPD", "species": ["C", "C", "N", "C", "H", "H", "H", "H", "H", "H", "H", "H", "H"], "xyz": [[1.539, 0.559, -0.110], [0.077, 0.753, -0.530], [-0.747, -0.422, -0.424], [-1.035, -0.839, 0.913], [2.177, 1.440, -0.365], [1.670, 0.334, 0.961], [1.984, -0.290, -0.643], [-0.388, 1.567, 0.036], [0.050, 1.070, -1.598], [-0.293, -1.197, -0.918], [-0.158, -1.040, 1.575], [-1.616, -0.022, 1.378], [-1.682, -1.746, 0.911]], "atomic_forces_ev_per_a": [[0.71, 0.32, 0.07], [0.49, 0.52, -0.80], [0.20, -0.93, -0.73], [-0.60, -0.15, 1.21], [-0.59, -0.53, 0.29], [-0.18, 0.24, -0.32], [-0.16, 0.07, -0.06], [0.03, -0.11, 0.03], [0.09, -0.10, 0.63], [-0.24, 0.43, 0.06], [-0.37, 0.06, -0.40], [0.16, -0.41, 0.07], [0.46, 0.60, -0.03]], "mulliken_charge": [-1.00, -0.40, -0.36, -0.79, 0.33, 0.28, 0.28, 0.32, 0.26, 0.24, 0.27, 0.27, 0.31], "homo_lumo_gap_ev": 9.9, "lumo_energy_ev": 1.2, "relative_energy_kj_mol": 45.6, "smiles": "CCNC", "homo_energy_ev": -8.7, "e_tot_ha": -174.43569, "multiplicity": 1}

[6]
{"formula": "C17H19N3NiO", "method": "ωB97M-V/def2-TZVPD", "species": ["Ni", "N", "C", "C", "C", "C", "C", "C", "C", "C", "N", "C", "H", "H", "H", "H", "H", "H", "H", "H", "O", "C", "C", "C", "C", "C", "C", "C", "C", "N", "H", "H", "H", "H", "H", "H", "H", "H", "H", "H", "H"], "xyz": [[0.058, -0.003, 0.097], [1.961, 0.174, -0.506], [2.410, 1.541, -0.311], [3.711, 1.938, -0.291], [4.016, 3.314, -0.164], [3.018, 4.241, -0.071], [1.661, 3.833, -0.043], [0.569, 4.712, 0.118], [-0.699, 4.205, 0.206], [-0.889, 2.818, 0.152], [0.104, 1.962, -0.018], [1.373, 2.464, -0.137], [2.684, -0.494, -0.257], [1.776, 0.022, -1.501], [4.512, 1.216, -0.396], [5.051, 3.626, -0.162], [3.250, 5.296, -0.001], [0.745, 5.779, 0.180], [-1.557, 4.846, 0.344], [-1.884, 2.415, 0.275], [-1.855, 0.076, 0.625], [-2.482, -1.041, 1.337], [-2.968, -2.092, 0.361], [-1.928, -2.384, -0.728], [-0.656, -2.869, -0.108], [-0.433, -4.225, 0.091], [0.726, -4.656, 0.707], [1.648, -3.710, 1.133], [1.371, -2.383, 0.914], [0.249, -1.953, 0.297], [-2.487, 0.382, -0.039], [-3.294, -0.640, 1.940], [-1.714, -1.417, 2.009], [-3.905, -1.787, -0.110], [-3.184, -2.998, 0.932], [-1.724, -1.489, -1.321], [-2.319, -3.128, -1.420], [-1.178, -4.931, -0.250], [0.908, -5.712, 0.856], [2.564, -3.994, 1.631], [2.053, -1.621, 1.268]], "atomic_forces_ev_per_a": [[0.25, 0.25, 0.10], [-0.62, 0.09, -0.29], [0.14, -0.08, 0.03], [0.09, 0.04, -0.11], [-0.03, -0.03, -0.01], [-0.03, -0.01, -0.01], [0.02, 0.08, 0.03], [0.00, 0.02, -0.01], [0.00, -0.04, 0.00], [0.02, 0.06, 0.00], [-0.18, -0.19, 0.05], [-0.07, -0.01, 0.07], [-0.10, -0.04, 0.10], [0.30, 0.01, -0.10], [0.01, 0.01, -0.02], [0.00, -0.01, 0.01], [0.00, 0.00, 0.02], [0.00, 0.00, 0.01], [0.00, 0.01, -0.01], [0.04, 0.01, 0.01], [0.15, -0.18, 0.12], [-0.10, -0.09, 0.07], [-0.01, 0.05, -0.07], [-0.02, -0.05, 0.03], [0.17, 0.05, -0.14], [-0.01, 0.01, -0.01], [0.00, -0.02, 0.00], [0.01, -0.01, 0.02], [-0.08, -0.02, 0.12], [0.05, 0.06, 0.09], [0.07, 0.08, -0.08], [0.02, 0.06, -0.01], [0.03, 0.02, -0.01], [0.00, 0.05, 0.03], [-0.05, -0.01, -0.05], [-0.05, -0.04, -0.06], [0.03, -0.04, 0.03], [0.01, -0.01, -0.01], [0.00, 0.00, 0.00], [0.00, 0.00, 0.01], [-0.05, -0.06, 0.06]], "mulliken_charge": [0.09, -0.22, 0.38, -0.61, -0.75, -0.98, 0.79, -0.41, -0.94, 0.34, -0.34, 0.67, 0.42, 0.32, 0.42, 0.43, 0.44, 0.47, 0.42, 0.43, -0.61, -0.63, -0.65, -1.06, 1.18, -0.76, -0.32, -0.88, -0.24, -0.04, 0.39, 0.40, 0.34, 0.34, 0.42, 0.28, 0.46, 0.48, 0.45, 0.43, 0.64], "homo_lumo_gap_ev": [8.2, 8.1], "lumo_energy_ev": [-7.1, -7.2], "charge": 2, "homo_energy_ev": [-15.3, -15.3], "e_tot_ha": -2406.53907, "multiplicity": 1}